DFT (the ωB97M-V functional and the def2-TZVPD basis) results for C5H9N in the gas phase in a non-equilibrium geometry.

Strongest force on any atom (Eh/bohr): 0.0748
Highest occupied orbital energy (Eh): -0.2305
Gap between HOMO and LUMO (eV): 4.830
Charge: 0

Geometry as XYZ:
```
15
C5H9N the ωB97M-V functional and the def2-TZVPD basis
C 2.437 -0.127 0.213
C 1.281 0.725 -0.098
C -0.101 0.134 -0.214
C -1.228 0.709 0.672
N -2.456 0.441 0.470
C -2.850 -0.543 -0.338
H 2.426 -1.021 -0.464
H 3.474 0.208 0.216
H 2.367 -0.740 1.166
H -0.559 -0.190 -1.162
H 1.618 1.330 -0.940
H 0.327 -0.568 0.504
H -0.753 1.372 1.380
H -3.705 -0.275 -0.925
H -2.278 -1.455 -0.481
```